C3H4N2O in the gas phase in a non-equilibrium geometry, computed with ωB97M-V with the def2-TZVPD basis set.

Structure (ORCA input):
```
! RIJCOSX wB97M-V def2-TZVPD def2/J DEFGRID3
* xyz 0 1
C 0.945 -0.297 0.017
C 0.752 1.123 0.073
C -0.575 1.224 -0.196
H -1.148 -2.138 0.447
H 1.709 -1.002 0.271
H 1.525 1.775 0.412
H -1.092 2.170 -0.018
N -0.227 -0.793 -0.274
N -1.243 0.079 -0.349
O -0.647 -2.141 -0.383
*
```

Its highest occupied orbital energy is -9.50 eV. For the orbital gap, the calculation gives 10.37 eV. The SMILES is On1cccn1. For the total energy, the calculation gives -301.368847 hartree.

Here is what Löwdin gives for the atomic charges, in e: number 1, C, carries -0.058; number 2, C, carries -0.064; number 3, C, carries -0.211; number 4, H, carries 0.112; number 5, H, carries 0.120; number 6, H, carries 0.086; number 7, H, carries 0.108; number 8, N, carries -0.246; number 9, N, carries 0.097; number 10, O, carries 0.056

---

C3H4N2O in the gas phase in a non-equilibrium geometry, computed with ωB97M-V with the def2-TZVPD basis set.

Structure (ORCA input):
```
! RIJCOSX wB97M-V def2-TZVPD def2/J DEFGRID3
* xyz 0 1
C -0.425 0.829 -0.594
C 1.565 -0.105 0.531
C -1.332 -0.114 -0.259
N 0.862 0.845 -0.102
N 2.018 -0.267 -0.615
O -1.157 -1.247 0.478
H -0.534 1.677 -1.234
H 1.729 -0.178 1.664
H -0.299 -1.558 0.531
H -2.429 0.118 -0.400
*
```

Its highest occupied orbital energy is -8.81 eV. For the orbital gap, the calculation gives 9.50 eV. The SMILES is O/C=C\N1C=N1. For the total energy, the calculation gives -301.291035 hartree.

Here is what Löwdin gives for the atomic charges, in e: number 1, C, carries -0.151; number 2, C, carries -0.317; number 3, C, carries -0.154; number 4, N, carries -0.037; number 5, N, carries 0.209; number 6, O, carries 0.033; number 7, H, carries 0.096; number 8, H, carries 0.153; number 9, H, carries 0.036; number 10, H, carries 0.133

---

C3H4N2O in the gas phase in a non-equilibrium geometry, computed with ωB97M-V with the def2-TZVPD basis set.

Structure (ORCA input):
```
! RIJCOSX wB97M-V def2-TZVPD def2/J DEFGRID3
* xyz 0 1
C -0.695 -1.090 0.066
C -2.108 -0.017 -0.006
C 0.097 0.267 -0.049
N -0.475 -2.302 -0.029
N -1.191 1.012 0.036
O -3.246 -0.084 -0.012
H 0.832 0.717 0.759
H 0.478 0.354 -1.002
H 0.428 -2.732 -0.019
H -1.276 1.872 -0.419
*
```

Its highest occupied orbital energy is -9.07 eV. For the orbital gap, the calculation gives 9.98 eV. The SMILES is [H]/N=C1\CNC1=O. For the total energy, the calculation gives -301.397542 hartree.

Here is what Löwdin gives for the atomic charges, in e: number 1, C, carries -0.195; number 2, C, carries -0.419; number 3, C, carries -0.109; number 4, N, carries 0.146; number 5, N, carries 0.043; number 6, O, carries 0.158; number 7, H, carries 0.144; number 8, H, carries 0.067; number 9, H, carries 0.054; number 10, H, carries 0.110

---

C3H4N2O2 in the gas phase in a non-equilibrium geometry, computed with ωB97M-V with the def2-TZVPD basis set.

Structure (ORCA input):
```
! RIJCOSX wB97M-V def2-TZVPD def2/J DEFGRID3
* xyz 0 1
C -0.760 0.860 0.488
C 0.801 -0.833 -0.102
C -0.507 -0.569 0.133
N -1.202 1.636 -0.404
N 1.623 0.180 0.266
O 2.817 0.049 0.168
O -1.542 -1.311 -0.222
H -0.116 1.115 1.321
H 1.263 -1.718 -0.586
H -1.098 2.670 -0.320
H -1.279 -2.079 -0.740
*
```

Its highest occupied orbital energy is -8.65 eV. For the orbital gap, the calculation gives 8.25 eV. The SMILES is [H]/N=C/C(O)=C\N=O. For the total energy, the calculation gives -376.561525 hartree.

Here is what Löwdin gives for the atomic charges, in e: number 1, C, carries -0.191; number 2, C, carries -0.094; number 3, C, carries -0.284; number 4, N, carries 0.132; number 5, N, carries -0.124; number 6, O, carries -0.011; number 7, O, carries 0.120; number 8, H, carries 0.104; number 9, H, carries 0.136; number 10, H, carries 0.081; number 11, H, carries 0.129

---

- The lowest total energy belongs to which entry?
  C3H4N2O2

---

- Among the records above, which one has the lowest highest occupied orbital energy?
  number 1